[1]
Formula: C7H11IN2
Source: the OMol25 dataset
Level of theory: ωB97M-V/def2-TZVPD

Each line ends with the Löwdin charge.
CARTESIAN COORDINATES (ANGSTROEM)
C: 0.666 2.019 -0.362  0.0156
C: -0.432 1.749 0.409  -0.0030
C: 1.196 -0.052 -1.372  -0.5966
C: -2.071 0.133 1.105  0.2361
C: -0.818 -1.703 -0.646  -0.0422
C: 1.008 -0.754 1.045  -0.0224
C: 0.069 -0.610 -0.130  -0.2994
N: 1.344 1.238 -1.287  0.0538
N: -0.935 0.489 0.595  -0.0322
I: 1.979 -1.292 -2.774  1.2898
H: 0.961 2.994 -0.554  0.1319
H: -0.604 2.553 1.075  0.1485
H: -2.481 -0.846 1.251  0.1282
H: -2.767 0.908 1.570  0.1745
H: -0.458 -2.072 -1.638  0.0475
H: -0.683 -2.553 0.046  0.1197
H: -1.911 -1.418 -0.724  0.1167
H: 1.222 0.165 1.539  0.0946
H: 0.617 -1.429 1.800  0.1158
H: 1.967 -1.251 0.815  0.1203
H: 2.130 1.733 -1.764  0.2030

## Properties
HOMO-LUMO gap = 8.032 eV
2S+1 = 1
net charge = +2
energy above the lowest of the compared OMol25 structures with the same formula, charge and spin = 70.02 kJ/mol

[2]
Formula: CH8O2
Source: the OMol25 dataset
Level of theory: ωB97M-V/def2-TZVPD

Each line ends with the Löwdin charge.
CARTESIAN COORDINATES (ANGSTROEM)
C: 1.847 0.771 -0.006  -0.0444
H: 1.981 1.402 0.848  0.0161
H: 1.397 1.022 -0.951  0.0184
H: 1.352 -0.159 0.268  -0.0121
H: 2.857 0.396 -0.236  0.0214
H: -2.219 -1.165 -1.341  0.0369
H: -3.112 0.178 -0.792  0.0458
O: -2.303 -0.273 -1.025  -0.0465
H: -0.679 -1.115 0.374  0.0007
H: -0.612 -0.065 1.550  0.0393
O: -0.508 -0.992 1.310  -0.0756

## Properties
HOMO-LUMO gap = 11.563 eV
2S+1 = 1
energy above the lowest of the compared OMol25 structures with the same formula, charge and spin = 66.17 kJ/mol

[3]
Formula: C4H12N2
Source: the OMol25 dataset
Level of theory: ωB97M-V/def2-TZVPD

Each line ends with the Löwdin charge.
CARTESIAN COORDINATES (ANGSTROEM)
C: 2.109 1.374 0.470  -0.3550
C: 1.588 0.235 -0.300  -0.0192
C: -1.866 -0.479 -0.659  -0.3373
C: -1.342 -1.690 0.105  -0.1148
N: 1.018 0.976 1.342  -0.0061
N: -0.883 0.600 -0.647  -0.0593
H: 1.371 0.425 2.124  0.0511
H: -0.605 0.904 0.300  0.0344
H: -1.197 1.407 -1.178  0.0742
H: 1.957 2.348 0.006  0.1034
H: 3.131 1.239 0.840  0.1005
H: 1.371 0.327 -1.352  0.0694
H: 1.877 -0.772 -0.034  0.0701
H: -2.076 -0.753 -1.697  0.1004
H: -2.821 -0.157 -0.206  0.0972
H: -0.462 -2.105 -0.387  0.0618
H: -1.064 -1.413 1.121  0.0649
H: -2.106 -2.466 0.152  0.0644

## Properties
HOMO-LUMO gap = 8.856 eV
2S+1 = 1
energy above the lowest of the compared OMol25 structures with the same formula, charge and spin = 362.72 kJ/mol

[4]
Formula: C2H7NO
Source: the OMol25 dataset
Level of theory: ωB97M-V/def2-TZVPD

Each line ends with the Löwdin charge.
CARTESIAN COORDINATES (ANGSTROEM)
O: 4.341 -1.868 1.173  -0.0982
H: 3.613 -2.397 0.803  0.0274
C: -1.543 0.378 -0.107  -0.1522
C: -0.765 1.399 0.155  0.1667
N: -2.744 0.419 -0.786  0.2173
H: -1.077 -0.693 -0.098  0.1899
H: -0.807 2.245 -0.536  0.1215
H: 0.229 1.322 0.569  0.1106
H: -3.104 1.433 -0.803  0.1938
H: 5.011 -1.717 0.438  0.0708
H: -3.154 -0.519 -0.808  0.1523

## Properties
HOMO-LUMO gap (spin up / spin down) = 9.111 / 5.457 eV
2S+1 = 2
net charge = +1
energy above the lowest of the compared OMol25 structures with the same formula, charge and spin = 135.11 kJ/mol

[5]
Formula: C3H7NO
Source: the OMol25 dataset
Level of theory: ωB97M-V/def2-TZVPD

Each line ends with the Löwdin charge.
CARTESIAN COORDINATES (ANGSTROEM)
O: 0.660 -1.636 2.551  -0.4042
C: 1.126 -2.815 2.296  -0.4830
H: 1.354 -3.599 3.028  -0.0588
H: 1.304 -3.010 1.208  -0.0480
C: -0.674 0.389 -1.071  -0.1479
C: -0.555 2.655 -1.111  -0.1226
N: -1.201 1.690 -0.608  -0.0654
H: -1.307 -0.467 -0.846  0.0676
H: -0.651 0.366 -2.171  0.0620
H: 0.361 0.231 -0.788  0.0793
H: -0.726 3.647 -0.705  0.0508
H: 0.308 2.549 -1.783  0.0702

## Properties
HOMO-LUMO gap (spin up / spin down) = 2.702 / 5.749 eV
2S+1 = 2
net charge = -1
energy above the lowest of the compared OMol25 structures with the same formula, charge and spin = 182.65 kJ/mol

[6]
Formula: C23H19CdN4O4S
Source: the OMol25 dataset
Level of theory: ωB97M-V/def2-TZVPD

Each line ends with the Löwdin charge.
CARTESIAN COORDINATES (ANGSTROEM)
Cd: -0.570 0.209 0.555  1.3945
O: -2.679 0.475 4.353  0.1264
C: -2.269 0.421 3.084  -0.4682
O: -1.349 1.124 2.697  -0.0181
C: -3.077 -0.460 2.181  -0.3007
C: -4.433 -0.544 2.322  -0.0630
C: -5.134 -1.072 1.179  -0.1083
C: -4.466 -1.541 0.107  -0.0356
C: -3.002 -1.630 0.121  -0.2312
N: -2.346 -0.949 1.175  -0.0138
C: -2.294 -2.262 -0.831  -0.3834
O: -2.898 -2.907 -1.902  0.0260
O: -0.944 -2.444 -0.804  -0.0650
H: -2.078 1.095 4.794  0.1297
H: -4.940 -0.135 3.182  0.0894
H: -6.218 -1.037 1.160  0.0904
H: -5.015 -1.875 -0.764  0.0934
H: -3.448 -2.275 -2.375  0.0916
C: 2.195 3.310 4.286  -0.0611
N: 2.388 2.796 2.950  -0.1412
C: 2.279 3.549 1.793  -0.0713
C: 2.435 2.701 0.762  -0.0652
N: 2.629 1.436 1.289  -0.0212
C: 2.592 1.472 2.656  -0.7855
S: 2.811 0.227 3.757  0.5274
C: 2.598 0.268 0.430  -0.4182
C: 3.569 0.153 -0.524  -0.0859
C: 3.451 -0.994 -1.396  -0.1311
C: 2.410 -1.833 -1.304  -0.0838
C: 1.268 -1.591 -0.352  -0.3182
N: 1.555 -0.515 0.639  -0.0245
H: 2.870 4.147 4.471  0.0852
H: 2.417 2.503 4.980  0.0315
H: 1.163 3.635 4.423  0.0874
H: 2.127 4.613 1.813  0.1092
H: 2.427 2.858 -0.302  0.1159
H: 4.420 0.818 -0.541  0.0809
H: 4.229 -1.184 -2.129  0.0890
H: 2.326 -2.691 -1.961  0.1027
H: 1.052 -2.506 0.206  0.1262
C: -0.102 -1.292 -1.072  -0.3187
C: -0.005 -0.948 -2.522  -0.2163
C: 0.561 0.272 -2.903  -0.0651
C: 0.735 0.605 -4.235  -0.1021
C: 0.320 -0.268 -5.236  -0.1250
C: -0.251 -1.480 -4.874  -0.1010
C: -0.401 -1.822 -3.535  -0.0349
H: 0.878 0.964 -2.129  0.0901
H: 1.189 1.554 -4.496  0.0915
H: 0.438 -0.004 -6.280  0.0851
H: -0.575 -2.174 -5.641  0.0914
H: -0.836 -2.773 -3.261  0.1026

## Properties
HOMO-LUMO gap = 5.637 eV
2S+1 = 1
net charge = -1
energy above the lowest of the compared OMol25 structures with the same formula, charge and spin = 0.00 kJ/mol

- Look up the 2S+1 of the third one.
  1

- Look up the energy above the lowest of the compared OMol25 structures with the same formula, charge and spin of the fifth one.
  182.65 kJ/mol